{"formula": "C20H19N5O2Pt", "method": "ωB97M-V with the def2-TZVPD basis set", "symbols": ["N", "C", "C", "H", "H", "H", "N", "C", "C", "H", "H", "H", "N", "C", "C", "H", "H", "H", "Pt", "C", "O", "C", "O", "C", "C", "C", "C", "C", "C", "H", "H", "H", "H", "H", "H", "N", "C", "C", "C", "C", "C", "N", "C", "H", "H", "H", "H"], "positions_angstrom": [[-2.290, -0.814, -0.045], [-3.393, -1.132, 0.120], [-4.761, -1.527, 0.372], [-4.778, -2.502, 0.871], [-5.308, -1.597, -0.575], [-5.240, -0.781, 1.016], [0.365, 1.742, -2.037], [0.562, 2.634, -2.758], [0.818, 3.816, -3.545], [0.157, 3.823, -4.423], [1.866, 3.809, -3.877], [0.623, 4.703, -2.922], [1.861, -1.368, 0.389], [2.771, -1.992, 0.745], [3.902, -2.754, 1.218], [4.625, -2.072, 1.681], [4.376, -3.276, 0.379], [3.565, -3.487, 1.959], [0.096, 0.841, -0.081], [1.832, 1.490, 0.239], [2.930, 1.854, 0.393], [-1.494, 1.840, -0.102], [-2.501, 2.395, -0.311], [-1.398, -1.483, -3.021], [-0.909, -2.538, -2.244], [0.472, -2.729, -2.108], [1.364, -1.864, -2.749], [0.875, -0.802, -3.518], [-0.504, -0.612, -3.655], [-2.475, -1.331, -3.126], [-1.605, -3.217, -1.744], [0.850, -3.557, -1.503], [2.442, -2.010, -2.644], [1.570, -0.125, -4.022], [-0.884, 0.212, -4.265], [-0.386, 4.429, 5.260], [-0.237, 3.384, 4.747], [-0.089, 2.092, 4.129], [0.030, 0.914, 4.878], [0.106, -0.301, 4.200], [0.060, -0.315, 2.807], [-0.018, 0.820, 2.119], [-0.079, 2.009, 2.735], [0.041, 0.985, 5.972], [0.204, -1.242, 4.741], [0.116, -1.237, 2.225], [-0.131, 2.874, 2.075]], "forces_ev_per_a": [[-0.300, 0.107, 0.139], [1.033, 0.327, 0.032], [-0.289, -0.137, -0.041], [-0.007, 0.138, -0.073], [0.039, 0.020, 0.159], [0.036, -0.116, -0.117], [0.388, 1.020, -2.288], [-0.232, -0.886, 1.297], [0.051, 0.149, -0.370], [0.151, 0.076, 0.165], [-0.246, 0.063, 0.058], [0.062, -0.232, -0.221], [0.338, 0.067, 0.296], [-0.886, 0.709, -0.281], [0.256, -0.232, 0.069], [-0.058, -0.140, -0.086], [-0.026, 0.060, 0.157], [0.093, 0.076, -0.126], [-0.323, -3.837, -0.705], [8.205, 3.349, 1.110], [-5.113, -1.688, -0.686], [-7.594, 4.920, -1.206], [4.843, -2.609, 1.096], [0.066, 1.762, -1.244], [-0.944, -0.357, 0.150], [2.409, 0.332, -0.335], [-0.034, -1.382, 1.068], [1.050, -0.011, -0.255], [-2.627, -0.538, 0.230], [0.414, -0.107, -0.044], [0.226, 0.164, -0.210], [-0.144, 0.267, -0.277], [-0.404, -0.001, -0.109], [-0.187, -0.294, 0.111], [0.093, -0.382, 0.172], [0.007, 0.108, 0.009], [0.214, -1.819, -0.743], [-0.211, 2.242, 1.497], [0.021, -1.352, 0.638], [0.049, 0.324, 1.255], [0.084, -0.484, 0.614], [-0.306, 1.120, 0.853], [-0.081, -1.130, -1.972], [0.035, -0.217, -0.356], [-0.075, 0.237, -0.023], [-0.076, 0.207, 0.227], [-0.001, 0.107, 0.366]], "mulliken_spin": [0.061, 0.012, 0.001, 0.000, 0.000, 0.001, 0.097, 0.007, 0.003, 0.000, 0.000, 0.002, 0.054, 0.007, 0.001, 0.001, 0.000, 0.000, 1.158, 0.207, 0.023, 0.219, 0.027, 0.082, 0.231, 0.190, 0.063, 0.251, 0.130, 0.009, 0.001, 0.006, 0.008, 0.004, 0.004, 0.422, 0.106, 0.159, 0.010, -0.002, 0.171, 0.097, 0.185, -0.002, 0.001, 0.016, -0.021], "lumo_energy_ha": [-0.490, -0.643], "spin_multiplicity": 5, "homo_lumo_gap_ha": [0.2857, 0.1474], "largest_force_ev_per_a": 9.1, "s_squared": 6.061, "total_energy_ha": -1315.2314, "charge": 4}